Computed, not measured: 6 unconnected molecules or ions with the total composition C36H33ClF12NO2PS, with wB97M-V/def2-TZVPD.

Output
**LUMO level**: -0.957 eV
**E_HOMO**: -9.198 eV
**Max |F|**: 8.05 eV Å⁻¹
**Gap between HOMO and LUMO**: 8.240 eV
**DFT total energy**: -3994.68477 a.u.

Positions of all 87 atoms, in Å:
H -3.3803 1.7753 2.3484
P -2.4849 -4.8790 -4.3575
C 0.0365 -1.0689 -1.2502
Cl -2.2537 -3.8090 -1.3910
F 3.2614 -2.4858 -6.5677
F 1.0225 2.3234 4.0755
F 2.6592 -4.4795 -4.9789
H -4.7395 -3.4882 -2.6437
C -1.2997 4.2013 6.1327
F -0.0918 -3.0330 -6.1917
H 2.9521 5.3819 -5.0143
C 4.3587 -1.1518 4.4986
H -0.0939 -2.0614 -1.6685
H -4.0407 -5.5896 -5.8827
C -1.3737 -0.0791 5.0789
H -4.2851 1.6114 4.6551
C -4.6852 -4.6705 -2.5376
C 0.1084 5.7356 4.8973
C 3.7666 0.0476 4.0954
C 0.1893 5.0884 -2.3037
S -0.3171 -5.1263 -4.4810
H -0.9276 2.1017 5.7746
N -3.3128 -6.1487 -5.3445
C -5.4906 -5.1729 -1.1998
H 2.4073 0.9829 0.0678
C 1.2890 -0.6330 -0.8185
O 0.2590 -5.7293 -3.1593
H -6.0868 -4.2253 -0.7873
C -0.6435 3.1224 5.5409
H 3.2587 0.6762 4.8227
H 0.4374 2.4816 0.2663
H -3.9048 -6.6678 -4.6284
C 4.4733 -0.3804 1.8357
H -5.1013 -5.1101 -3.5537
C 3.8294 0.4375 2.7576
F -0.6781 -0.7225 6.0258
C 0.3167 6.2480 -3.0603
C -2.6038 0.4854 5.3981
H -2.1018 4.0253 6.8454
H 1.3761 7.2768 -4.6165
H -6.2629 -5.9957 -1.5495
F 1.7898 -0.8343 -5.6291
F 3.7685 -1.4093 -4.4193
H 0.3956 6.7530 4.6435
C -1.5813 0.6787 2.8052
C 1.9534 -3.2299 -4.5423
H -0.5827 5.0254 -1.5440
H 2.1527 -1.2875 -0.9073
C 1.0572 4.0209 -2.5324
F -0.4149 -2.5011 -3.8119
C 5.0600 -1.5787 2.2270
F 2.1371 -2.9926 -3.0639
H -4.6832 -5.5696 -0.4424
C 5.0072 -1.9634 3.5665
C 0.3246 1.4890 -0.1625
C -3.3260 1.1599 4.4137
F -0.5207 7.2712 -2.8447
H 5.5522 -2.2018 1.4877
H -2.9890 0.3959 6.4086
H -1.4396 6.3484 6.2667
F 4.5290 -0.0079 0.5500
H 5.4708 -2.8945 3.8834
C -2.8146 1.2530 3.1170
H 0.9595 3.1068 -1.9517
H -1.1872 0.7488 1.7942
H 2.7306 3.2975 -3.6830
C 0.7719 4.6561 4.3141
H -2.8762 -6.1854 -2.1833
O 0.0423 -5.9570 -5.7524
H 3.3825 1.3696 2.4276
C 0.3399 -3.3600 -4.7998
H 0.1101 -0.4304 3.5697
C 0.3882 3.3598 4.6396
C 1.4315 0.6437 -0.2730
C 2.0504 4.1281 -3.5070
C -1.0585 -0.2189 -1.1421
F -2.2605 -0.6354 -1.5621
H -1.7951 1.7024 -0.5345
C -0.8543 0.0140 3.7925
C -0.9253 5.5062 5.8087
C 1.2998 6.3625 -4.0370
C 2.6804 -1.9704 -5.2990
C -3.0633 -5.0754 -2.5119
H 1.5826 4.8149 3.6105
H 4.3134 -1.4534 5.5429
C 2.1751 5.2994 -4.2583
C -0.9258 1.0568 -0.6047

Force components x, y, z for each atom (eV/Å):
H 0.1015 -0.0923 0.1365
P -2.1481 1.6282 -0.6322
C -0.0466 -0.0880 0.0350
Cl -0.5800 -1.7356 -1.2728
F -1.9285 2.1063 4.4404
F 0.2778 -0.1897 -0.1404
F -2.5545 4.2841 1.7798
H 0.2534 -2.6035 0.2035
C 0.3414 0.1627 -0.3147
F 1.7166 -0.6244 4.5735
H -0.1650 0.0184 0.1232
C -0.0198 0.0496 -0.0494
H 0.0317 0.2113 0.1381
H 1.4153 -0.7870 0.6663
C -0.6505 0.2624 -0.9675
H 0.1746 -0.0991 -0.0027
C 0.7364 0.4135 -0.7483
C -0.2087 -0.3687 0.1927
C 0.2283 -0.3306 -0.1786
C -0.0232 0.0515 -0.0105
S 3.6587 -7.1618 0.2484
H 0.1664 0.3707 -0.0398
N -1.0203 1.1062 2.2688
C 0.0416 0.5420 -0.9894
H -0.2203 -0.0959 -0.1145
C -0.2786 0.3037 0.0861
O -1.7717 3.0248 -4.1775
H 1.3937 -2.3521 -0.6562
C 0.1509 -0.0320 0.0420
H 0.0713 -0.0738 -0.1823
H -0.0597 -0.1574 -0.0324
H 1.0756 0.2488 -1.2737
C -0.0459 -0.3658 1.2171
H 0.4992 0.7842 2.2300
C -0.0114 0.0240 -0.0937
F 0.1423 -0.0807 0.2138
C 0.6800 -0.8299 -0.1736
C -0.1143 -0.1919 0.0117
H 0.1373 -0.0148 -0.1417
H -0.0384 -0.0696 0.0911
H 1.6815 1.5936 1.1026
F 2.9566 -4.1596 1.2524
F -3.7866 -2.0899 -3.3488
H -0.0164 -0.2045 0.0315
C -0.2034 0.0163 0.3770
C 1.3080 -0.7305 1.6073
H 0.0335 0.0442 -0.0827
H -0.1700 0.1009 0.0238
C 0.1316 0.2908 -0.2635
F 2.5456 -2.3090 -3.5044
C 0.0085 0.0184 -0.1000
F -0.5755 -1.1370 -4.8997
H -1.9756 0.7623 -1.3060
C -0.2135 0.3691 -0.0286
C 0.0969 -0.5029 -0.1784
C 0.3487 -0.1655 -0.2127
F -0.1437 0.1791 0.0368
H -0.0440 0.0938 0.0390
H 0.0709 -0.0077 -0.0669
H 0.1009 -0.1585 -0.0877
F 0.0467 0.0799 -0.3276
H -0.0900 0.1645 -0.1026
C 0.0068 -0.0014 0.1309
H 0.0146 0.2241 -0.1708
H -0.0510 -0.0662 0.3470
H -0.1390 0.1474 0.0433
C 0.0326 -0.0645 -0.0677
H -0.2995 2.3076 -0.0779
O -1.4254 3.5621 4.0281
H 0.0228 -0.0890 0.0293
C -2.1289 1.8187 -0.3540
H -0.0688 0.0389 0.0477
C -0.6288 0.9712 0.5411
C -0.0239 0.1315 0.0562
C 0.0040 0.0783 -0.0399
C 0.9914 0.3669 0.3341
F -0.2154 -0.0106 -0.0640
H 0.0301 -0.0803 -0.0235
C -0.0398 -0.1299 0.1020
C 0.0342 0.0063 -0.0505
C -0.0306 0.0605 0.0070
C 1.8754 2.0283 -1.3561
C -1.0369 -0.6565 0.0322
H -0.0729 -0.0444 0.0483
H 0.0063 0.0577 -0.2070
C -0.2954 -0.1623 0.3468
C -0.0810 0.0096 -0.1497

Computed, not measured: C4H8N2 in the gas phase, with wB97M-V/def2-TZVPD.

Output
**LUMO level**: 0.708 eV
**E_HOMO**: -7.969 eV
**Max |F|**: 1.86 eV Å⁻¹
**Gap between HOMO and LUMO**: 8.677 eV
**DFT total energy**: -266.57863 a.u.

Positions of all 14 atoms, in Å:
C 0.0297 -0.9512 -1.3891
C 0.6142 -0.0305 1.9665
N -1.2526 -0.3060 -1.7084
H 0.6082 -1.1931 -2.2912
H -0.5652 1.6368 2.0947
C 0.0339 0.3260 0.6917
C 0.4911 0.1960 -0.5657
H 1.6809 -0.2273 1.8772
H -1.6050 0.0023 -0.7997
N 0.3007 1.3896 1.6076
H 0.1115 -0.5029 2.7980
H -0.1775 -1.8689 -0.8223
H -1.1504 0.4838 -2.3368
H 0.8805 1.0454 -1.1224

Force components x, y, z for each atom (eV/Å):
C -0.0878 0.2558 0.1037
C 0.0931 -0.4140 0.5416
N -1.2741 -1.0663 -0.8383
H -0.1832 0.2353 0.3311
H 0.1865 -0.0675 -0.1957
C 1.3963 0.3413 -0.3362
C 0.5097 -0.0058 0.5517
H -0.1651 -0.1148 0.4525
H -0.2247 0.0913 -0.9698
N 0.2793 0.2828 0.3038
H -0.2285 0.0018 -0.0119
H 0.2016 0.3048 -0.1109
H -0.0393 -0.0499 0.2194
H -0.4639 0.2053 -0.0409

Computed, not measured: 3 unconnected molecules or ions with the total composition C3H10O3S, with wB97M-V/def2-TZVPD.

Output
**LUMO level**: 5.941 eV
**Net charge**: -2
**E_HOMO**: 0.065 eV
**Max |F|**: 1.37 eV Å⁻¹
**Gap between HOMO and LUMO**: 5.877 eV
**DFT total energy**: -744.16090 a.u.

Positions of all 17 atoms, in Å:
H -1.9544 -0.3698 0.0682
C -1.1727 0.1637 0.6014
H 1.0226 -0.1566 0.6773
H 1.2297 2.1346 -0.9202
H 3.1143 -1.6818 -2.0750
H 1.0413 -1.0784 -1.6016
O 2.1888 -1.8043 -2.3099
H -0.0320 -1.5756 0.5961
O 1.0807 2.4776 -1.8120
H -1.1625 1.1998 0.2670
H -0.4967 0.0287 2.6035
S -2.6957 1.1682 2.7727
O 0.2153 -0.6381 -1.1749
C -1.4570 0.0346 2.1082
H -1.8697 -0.9736 2.2012
H 0.8438 1.6234 -2.2175
C 0.1043 -0.5522 0.2157

Force components x, y, z for each atom (eV/Å):
H -0.2945 0.2344 -0.2552
C 0.2536 0.0874 0.2955
H -0.1060 0.2715 0.1391
H -0.0359 0.3373 0.0900
H -0.1130 0.1211 0.0881
H 0.4893 -0.3082 0.5695
O 0.0039 -0.0879 -0.1412
H 0.3325 -0.1460 0.3760
O 0.0450 -0.7040 0.0981
H -0.0365 0.1625 0.0454
H 0.3142 0.2779 0.5997
S -0.0845 0.4000 0.3329
O -0.4989 0.9845 -0.8045
C -0.4884 -0.4943 -1.0291
H 0.2026 -0.1836 0.3015
H -0.0702 0.1782 -0.1291
C 0.0869 -1.1308 -0.5767

Computed, not measured: 2 unconnected molecules or ions with the total composition C2H3FS3, with wB97M-V/def2-TZVPD.

Output
**LUMO level**: -0.676 eV
**E_HOMO**: -9.439 eV
**Max |F|**: 14.48 eV Å⁻¹
**Gap between HOMO and LUMO**: 8.763 eV
**DFT total energy**: -1372.33239 a.u.

Positions of all 9 atoms, in Å:
H -1.3273 0.3644 -0.7413
C 1.2945 2.0951 0.1231
C -0.6906 -1.3049 0.2911
S -0.7228 -0.3614 -1.2614
S 1.3404 3.1021 -1.0437
F -0.0144 -2.4442 -0.0388
H -0.0265 -0.7210 0.9869
S 1.8406 0.9308 1.0060
H -1.6939 -1.6609 0.6782

Force components x, y, z for each atom (eV/Å):
H -8.1199 10.2066 6.2833
C 1.9659 -0.8903 -0.4943
C 0.2577 -0.2118 0.2852
S 7.2322 -9.5311 -6.2454
S -1.0019 0.7842 -0.1086
F 0.5482 -0.9539 0.1524
H -1.2151 -0.7061 -0.2116
S -0.7051 0.2957 0.6823
H 1.0379 1.0068 -0.3434

Computed, not measured: a molecular structure, C27H31BrClN6O6RuTe4, with wB97M-V/def2-TZVPD.

Output
**LUMO level (alpha / beta)**: -0.156 / -1.239 eV
**E_HOMO (alpha / beta)**: -6.957 / -6.856 eV
**Spin multiplicity**: 2
**Max |F|**: 0.47 eV Å⁻¹
**Gap between HOMO and LUMO (alpha / beta)**: 6.801 / 5.617 eV
**DFT total energy**: -6028.78713 a.u.

Positions of all 77 atoms, in Å:
C 3.2384 -2.1310 -0.6075
N -4.0514 0.4412 -0.9061
N -2.9683 1.2343 1.9106
H -1.2824 1.9571 -1.1135
H 3.1460 -0.2558 -4.5351
C 4.5436 1.0408 3.1850
H 6.2892 -0.8653 -2.9536
H -0.1350 1.9011 2.9549
C 4.1439 -2.5074 -3.4672
O -4.8925 -0.5802 1.5120
H 1.5661 0.3974 1.7333
H 2.8765 -3.0733 -1.0247
C -5.2664 0.3893 2.2391
C 3.2251 1.2292 2.8066
C 5.5405 -0.9032 -2.1609
C -4.1996 1.3946 2.5069
H -0.4467 1.8126 1.2278
H 5.8427 -1.6976 -1.4784
H 1.6595 -0.7554 -3.3516
Te -4.4542 -3.4574 2.5403
H 3.6145 0.2717 -0.3236
H -6.6606 2.0641 -4.2844
C 2.5995 0.2652 2.0309
C -4.3326 -0.4966 -1.8002
N 0.2752 0.7909 -1.9030
C 4.1588 -1.1357 -2.7857
H 3.7856 0.9265 -3.3825
C -2.1675 2.1637 2.4057
H 1.3834 -2.2278 -2.4271
H 4.8987 -2.5302 -4.2557
C -5.0823 -0.3163 -2.9343
O -4.7791 4.1314 4.8404
Br -3.6051 -2.1614 -1.2596
H 5.1378 -1.9446 1.7432
C -4.1548 2.4675 3.3416
H -4.3357 2.3991 -0.3529
C -0.7851 1.0023 -1.1622
H -0.4572 3.3896 2.0462
H 2.7000 2.1220 3.1177
H -5.7233 2.9637 -2.3396
N -2.8714 2.9377 3.2592
C 2.5862 -1.9203 0.7680
H 6.2628 -0.2322 3.1188
H -2.5433 3.7232 3.8011
C 3.9655 -0.0424 -3.8476
Ru -2.9357 -0.3916 0.6604
C -4.5577 1.6582 -1.1108
H 4.3742 -3.3148 -2.7706
O 3.0738 0.2710 -1.1211
N -1.1886 -0.0899 -0.4563
O -6.3328 1.1583 -4.2508
C 5.2369 -0.0961 2.8054
H -0.3394 -2.0521 -0.4918
C 3.2727 -0.8840 1.6264
C 1.6531 -1.1754 -2.3517
H 2.6218 -2.8793 1.2921
C -5.3285 1.9641 -2.2140
H 4.8680 0.0308 -4.4562
O -6.3353 2.6324 4.2801
H 1.5315 -1.6634 0.6954
N 0.5613 -0.5061 -1.6649
C 4.5956 -1.0501 2.0297
Te -1.3028 -1.4769 2.5965
C 3.0466 -1.0332 -1.6792
H 4.3047 -2.2791 -0.4349
Te -0.6621 -3.9439 1.7114
C -0.3281 -1.0248 -0.8225
Cl 5.3380 2.2458 4.1525
C -0.7174 2.3350 2.1401
Te -2.6370 -5.2977 3.0790
O -6.3915 0.5650 2.7288
H -5.2862 -1.1204 -3.6251
C -5.5934 0.9630 -3.1439
H 5.5786 0.0484 -1.6287
C -5.1338 3.1515 4.2253
H -6.4132 1.7964 3.7049
H 3.1816 -2.7227 -3.9378

Force components x, y, z for each atom (eV/Å):
C -0.0086 -0.0043 -0.0101
N -0.0712 0.1226 -0.0250
N 0.1242 0.0092 0.0110
H -0.0117 -0.0108 -0.0165
H -0.0090 -0.0041 0.0045
C -0.0022 -0.0014 0.0043
H -0.0007 -0.0034 0.0043
H 0.0020 0.0011 0.0200
C 0.0011 -0.0044 -0.0023
O 0.1538 -0.0771 0.1373
H -0.0129 -0.0089 0.0062
H -0.0086 -0.0020 0.0080
C -0.0073 0.1113 -0.0322
C -0.0011 -0.0072 -0.0059
C 0.0246 -0.0085 0.0114
C -0.0770 -0.0607 -0.0397
H 0.0115 -0.0099 0.0032
H -0.0007 0.0121 -0.0051
H 0.0227 0.0279 -0.0015
Te -0.0383 -0.4307 0.1015
H 0.0009 -0.0043 0.0017
H -0.0015 0.0050 0.0006
C -0.0023 -0.0031 0.0037
C -0.0665 -0.0687 -0.0586
N -0.0524 -0.0110 0.0415
C -0.0013 0.0006 0.0090
H 0.0010 -0.0039 -0.0020
C -0.0604 0.0731 -0.0853
H 0.0025 -0.0011 -0.0257
H -0.0020 -0.0002 0.0010
C -0.0098 0.0005 -0.0148
O -0.0139 0.0157 -0.0424
Br 0.0260 -0.0507 0.1134
H -0.0024 0.0042 0.0016
C 0.0304 0.0590 0.0198
H -0.0012 0.0007 -0.0086
C 0.0965 0.0029 0.0096
H 0.0045 -0.0053 -0.0086
H -0.0043 0.0059 0.0025
H 0.0011 -0.0009 0.0041
N 0.0127 -0.0339 0.0365
C 0.0416 0.0157 0.0057
H -0.0022 0.0011 -0.0004
H -0.0049 0.0023 -0.0012
C -0.0239 0.0029 0.0011
Ru 0.4292 -0.0402 0.1826
C -0.0081 0.0529 -0.0249
H -0.0015 0.0029 -0.0036
O -0.0136 0.0005 0.0200
N -0.1469 0.0613 -0.1543
O 0.0167 -0.0118 0.0211
C 0.0059 -0.0065 -0.0022
H -0.0120 0.0104 -0.0251
C -0.0008 0.0086 -0.0128
C 0.0342 -0.0145 0.0111
H -0.0123 -0.0017 0.0039
C 0.0168 0.0150 0.0451
H -0.0025 0.0011 0.0031
O 0.0366 -0.0042 0.0112
H -0.0085 0.0266 -0.0093
N -0.0512 0.0029 -0.0883
C 0.0040 0.0090 -0.0117
Te -0.2872 0.0393 -0.2287
C -0.0206 -0.0188 0.0233
H -0.0150 -0.0064 -0.0185
Te 0.0655 0.0524 0.0657
C 0.1236 -0.0204 0.1435
Cl 0.0033 0.0061 0.0035
C 0.0073 -0.0084 -0.0088
Te -0.2166 0.2793 -0.1442
O 0.0541 -0.0696 0.0211
H 0.0025 0.0011 0.0021
C -0.0127 -0.0317 -0.0406
H 0.0029 0.0018 -0.0039
C -0.0128 -0.0541 0.1003
H -0.0432 0.0567 -0.0615
H 0.0035 0.0032 0.0034

Computed, not measured: a molecular structure, C3H3BaO3, with wB97M-V/def2-TZVPD.

Output
**LUMO level (alpha / beta)**: -8.650 / -8.658 eV
**Net charge**: +2
**E_HOMO (alpha / beta)**: -15.094 / -17.609 eV
**Spin multiplicity**: 2
**Max |F|**: 3.23 eV Å⁻¹
**Gap between HOMO and LUMO (alpha / beta)**: 6.444 / 8.952 eV
**DFT total energy**: -366.63776 a.u.

Positions of all 10 atoms, in Å:
O -0.7342 -2.0148 -0.3393
C -0.4603 -0.9283 0.1887
H 1.7296 1.6755 -0.3898
Ba -0.3430 -4.7685 -0.3655
H 1.0237 1.5481 1.2756
O -1.0100 0.1789 -0.5512
C -0.4041 1.3347 -0.4552
H -1.0448 2.2061 -0.5958
C 0.8663 1.3790 0.2091
O 0.3768 -0.6107 1.0234

Force components x, y, z for each atom (eV/Å):
O -0.7423 -1.9632 -0.0420
C 3.1944 -0.0371 -0.0305
H -0.1943 0.3939 -0.0810
Ba -0.2258 1.5314 0.0794
H -0.4050 -0.4456 -0.2280
O -1.0652 2.2868 0.0462
C -0.1125 -2.2882 2.2713
H 0.3168 0.0189 -1.4190
C 0.5876 1.4415 -0.5185
O -1.3537 -0.9383 -0.0778

- Which of these has the lowest max |F|?
  C27H31BrClN6O6RuTe4